16
Properties=species:S:1:pos:R:3:forces:R:3:lowdin_charge:R:1 method="wB97M-V/def2-TZVPD" smiles="C=NS/C(C)=N/OC" lumo_energy_ha=0.0306 de_lowest_kj_mol=338.7 total_charge=0 largest_force_ev_per_a=3.153 homo_lumo_gap_ev=9.26
C 1.65023 0.02741 3.28872 -2.6 0.2 -1.1 -0.1524
N 0.93785 -0.05399 2.19764 2.2 0.2 1.5 -0.3198
S 1.87731 -0.29396 0.76860 -0.7 0.1 0.6 0.9334
C 0.62207 -0.17553 -0.46502 1.2 -0.7 -0.7 -0.6809
C 1.11749 -0.54408 -1.82435 -0.1 1.3 -0.6 -0.0983
N -0.55148 0.13746 -0.20724 -1.4 0.6 1.3 0.0136
O -1.38668 0.10706 -1.30955 0.3 0.0 -0.2 -0.1929
C -2.65227 0.57094 -0.90901 -1.7 -1.0 -2.5 -0.1066
H 1.11209 0.25069 4.22152 0.0 -0.3 -0.5 0.0680
H 2.70405 -0.05726 3.41806 1.0 -0.1 -0.5 0.0434
H 0.64550 -1.44482 -2.17063 -0.4 -0.4 -0.2 0.0773
H 2.17849 -0.73919 -1.77373 0.4 0.2 -0.3 0.0468
H 0.85762 0.29337 -2.54798 0.5 -1.1 0.8 0.1126
H -3.30313 0.46452 -1.84866 1.1 0.7 1.0 0.1094
H -3.17432 -0.12907 -0.27655 0.3 -0.1 1.0 0.0716
H -2.63483 1.58645 -0.56184 0.0 0.4 0.3 0.0746


103
Properties=species:S:1:pos:R:3:forces:R:3:lowdin_charge:R:1 method="wB97M-V/def2-TZVPD" lumo_energy_ha="-0.1196 / -0.2013" de_lowest_kj_mol=171.3 total_charge=+1 largest_force_ev_per_a=0.722 multiplicity=2 homo_lumo_gap_ev="7.94 / 5.84"
Tl -0.81229 0.32261 -1.29282 0.0 0.6 -0.3 1.0121
C 0.79230 4.73091 0.26865 0.0 0.0 0.0 -0.1390
C -0.56696 4.07162 0.01824 0.0 0.0 0.0 -0.3147
Ge -1.13291 2.83353 1.41620 -0.2 0.2 0.0 0.9769
C -1.31275 3.47719 3.24958 0.1 0.0 0.0 -0.3033
C -0.47300 4.71650 3.56835 0.0 0.0 0.0 -0.1549
C 0.29870 1.53101 1.58030 0.0 0.0 -0.1 -0.2064
C 1.01109 0.40293 1.49665 0.1 0.0 0.2 -0.2743
Ge 0.81985 -1.55137 1.13099 0.0 -0.1 0.1 0.9875
C 2.59376 -2.11275 0.47257 0.0 -0.1 0.1 -0.3028
C 3.37151 -3.08178 1.36574 0.0 0.0 0.0 -0.1254
C -0.05296 -2.56491 2.54993 0.0 0.0 0.0 -0.2714
C 0.57447 -2.54564 3.94269 0.0 0.0 0.0 -0.1469
C 2.44411 0.58757 1.92812 0.1 0.0 0.0 -0.3006
C 3.25972 1.47838 1.23084 0.0 0.0 -0.1 -0.0602
C 4.57541 1.68622 1.61629 0.0 0.0 0.0 -0.0666
C 5.09625 1.00580 2.70836 0.0 0.0 0.0 -0.0672
C 4.29171 0.11948 3.40976 0.0 0.0 0.0 -0.0585
C 2.97697 -0.09244 3.01891 0.0 0.0 0.1 -0.0560
H 1.04705 5.38056 -0.56934 0.0 0.0 0.0 0.0793
H 1.59324 3.99536 0.36195 0.0 0.0 0.0 0.0529
H 0.79595 5.34387 1.16826 0.0 0.0 0.0 0.0560
H -0.55291 3.50509 -0.91176 0.0 0.0 0.0 0.0264
H -1.35174 4.82247 -0.08713 0.0 0.0 0.0 0.0750
H -1.03419 2.64569 3.89960 0.0 0.0 0.0 0.0787
H -2.36975 3.67398 3.41789 0.0 0.0 0.0 0.0045
H 0.59210 4.54885 3.39900 0.0 0.0 0.0 0.0646
H -0.59213 4.99275 4.61626 0.0 0.0 0.0 0.0757
H -0.77678 5.57469 2.96720 0.0 0.0 0.0 0.0711
H 0.94194 2.33676 1.98842 0.0 0.0 0.0 0.0697
H 3.19103 -1.21310 0.31420 0.0 -0.1 0.1 0.0453
H 2.42055 -2.55795 -0.50972 0.0 -0.1 0.0 0.0557
H 3.61597 -2.62805 2.32597 0.0 0.0 0.0 0.0564
H 4.31094 -3.37049 0.89276 0.0 0.0 0.0 0.0788
H 2.81855 -4.00164 1.57084 0.0 0.0 0.0 0.0666
H -0.11447 -3.59012 2.18063 -0.1 0.1 0.2 0.0627
H -1.07509 -2.18513 2.58861 0.0 0.0 0.0 0.0639
H 1.60395 -2.90728 3.94539 0.0 0.0 0.0 0.0623
H 0.00081 -3.19273 4.60652 0.0 0.0 0.0 0.0804
H 0.55463 -1.54736 4.38259 0.0 0.0 0.0 0.0680
H 2.85846 1.99602 0.36583 0.0 0.0 0.0 0.1090
H 5.19385 2.38150 1.06293 0.0 0.0 0.0 0.1114
H 6.12202 1.16627 3.01155 0.0 0.0 0.0 0.1090
H 4.68692 -0.40973 4.26712 0.0 0.0 0.0 0.1135
H 2.35682 -0.77062 3.59225 0.0 0.0 0.0 0.0861
Cl -8.17443 2.62870 -1.53640 0.0 0.0 0.0 0.8225
C -6.64980 2.71923 -0.78445 0.1 0.0 -0.1 -0.5573
C -6.59166 2.76285 0.59507 0.1 0.0 0.1 -0.1507
C -5.37716 2.82558 1.25415 0.0 0.1 -0.1 -0.6031
I -5.37359 3.10448 3.28779 0.1 -0.1 0.0 1.1276
C -4.13775 2.75846 0.51945 0.1 0.1 0.0 -0.3196
O -3.04679 2.67805 1.14142 0.2 0.2 0.0 -0.1262
C -4.21683 2.82900 -0.94217 0.0 0.0 -0.1 -0.1503
N -3.06221 2.93974 -1.60189 0.1 0.0 0.0 0.1283
C -3.10005 3.03744 -2.91853 0.0 -0.1 0.1 -0.0980
C -4.28519 3.00420 -3.65714 0.0 0.0 0.0 -0.0085
C -5.47643 2.87865 -2.98633 0.0 0.0 0.0 0.0059
C -5.46350 2.80275 -1.58688 0.0 0.0 0.0 -0.1505
H -7.51235 2.76149 1.16091 0.0 0.0 0.0 0.1047
H -2.14211 3.13679 -3.41899 0.0 0.0 0.0 0.1195
H -4.25660 3.07561 -4.73510 0.0 0.0 0.0 0.1186
H -6.41647 2.85452 -3.51908 0.0 0.0 0.0 0.1022
O -1.91704 -1.37737 -2.68253 -0.1 0.2 -0.2 -0.0988
C -2.22120 -2.53649 -2.50228 0.0 -0.1 0.0 -0.1808
C -1.51297 -3.51263 -1.67878 0.0 -0.2 0.0 -0.1038
C -1.87225 -4.83154 -1.94629 0.1 0.0 0.0 0.0689
C -1.21698 -5.87518 -1.33871 0.1 0.0 0.1 -0.1278
C -0.18262 -5.63455 -0.45271 -0.1 0.0 -0.1 0.0465
C 0.16267 -4.33100 -0.15995 0.0 0.1 -0.1 -0.0064
C -0.50453 -3.23475 -0.72655 0.0 -0.2 -0.1 -0.2596
O -0.20597 -1.96849 -0.39291 0.0 -0.2 0.2 -0.3098
N -1.60837 -7.25665 -1.64643 0.0 -0.1 0.0 -0.3525
O -2.48075 -7.41876 -2.47400 0.0 0.0 0.0 0.0921
O -1.02978 -8.14274 -1.05284 0.0 0.0 0.0 0.0917
H -3.07305 -2.95627 -3.05914 -0.1 0.0 0.0 0.1456
H -2.66347 -5.04659 -2.65210 0.0 0.0 0.0 0.1340
H 0.33697 -6.46580 0.00222 0.0 0.0 0.0 0.1326
H 0.96647 -4.16593 0.53638 0.1 0.0 0.0 0.0735
C 4.10396 -1.77224 -2.94905 0.0 0.0 0.0 -0.0394
C 3.80293 -0.27369 -2.86232 0.0 -0.1 0.0 -0.6288
C 4.85514 0.41066 -1.99783 0.0 0.0 0.0 -0.0414
C 3.79268 0.34734 -4.25567 0.0 0.0 0.0 -0.0444
N 2.50194 0.00911 -2.20950 0.0 0.2 -0.1 -0.0640
N 1.37190 -0.67542 -2.74793 0.0 -0.1 0.2 -0.0365
H 5.08513 -1.93880 -3.39400 0.0 0.0 0.0 0.0924
H 3.37673 -2.29781 -3.57082 0.0 0.0 0.0 0.0774
H 4.10498 -2.22571 -1.95387 0.0 0.0 -0.1 0.0686
H 5.84909 0.25939 -2.41851 0.0 0.0 0.0 0.0927
H 4.85571 -0.00179 -0.98532 0.0 0.0 0.0 0.0711
H 4.66467 1.48383 -1.93823 0.0 0.0 0.0 0.0876
H 4.78663 0.28677 -4.69946 0.0 0.0 0.0 0.0905
H 3.50065 1.39663 -4.20099 0.0 0.0 0.0 0.0877
H 3.11220 -0.17435 -4.93268 0.0 0.0 0.0 0.0755
H 2.56185 -0.23748 -1.22542 -0.1 0.1 -0.2 0.0584
H 1.46808 -1.68786 -2.67979 0.1 0.0 -0.2 0.0747
H 1.29582 -0.43755 -3.72973 0.0 0.1 0.0 0.0840
F -2.05163 -0.46581 1.17503 -0.1 0.0 0.0 -0.2436
P -3.66216 -0.81147 0.89705 0.3 -0.1 0.1 0.1978
F -3.54158 0.15979 -0.44137 -0.1 -0.1 0.2 -0.2199
F -3.67803 -1.74193 2.19195 0.0 0.0 0.0 -0.1129
F -4.03111 0.47596 1.78625 -0.2 -0.3 0.2 -0.1630
F -3.21509 -2.06375 -0.01226 0.0 0.0 0.0 -0.1184
F -5.19738 -1.07120 0.58212 -0.1 0.0 -0.1 -0.1075


15
Properties=species:S:1:pos:R:3:forces:R:3:lowdin_charge:R:1 method="wB97M-V/def2-TZVPD" smiles="NCC(=O)NCO" lumo_energy_ha=0.0237 de_lowest_kj_mol=168.4 total_charge=0 largest_force_ev_per_a=2.462 homo_lumo_gap_ev=9.75
N -2.21745 0.48870 1.36658 -0.7 -0.1 -0.2 0.0062
C -1.32496 0.10365 0.30634 -1.5 1.6 -1.0 -0.2144
C 0.10517 0.46987 0.62574 2.1 -0.2 -1.2 -0.4790
O 0.50729 1.10253 1.58398 -1.3 -0.4 0.7 0.0566
N 1.04091 0.25567 -0.36585 0.3 0.1 -0.5 0.0498
C 0.89284 -0.37889 -1.67754 -0.2 0.1 1.8 -0.2512
O 1.22210 -1.73748 -1.57802 0.7 -0.7 -0.8 -0.0516
H -1.82850 1.10379 2.05628 0.4 0.0 0.1 0.0630
H -2.80952 -0.21191 1.78019 0.3 -0.2 -0.1 0.0673
H -1.50921 0.75404 -0.60712 0.2 0.3 0.9 0.1253
H -1.70467 -0.77347 -0.24269 1.0 -0.7 1.1 0.1226
H 1.99938 0.54776 -0.11342 -1.1 -0.2 -0.1 0.1539
H -0.19136 -0.29151 -1.97962 1.4 0.5 -0.4 0.1276
H 1.73006 0.09291 -2.25622 -1.5 -0.5 -0.3 0.1415
H 0.52649 -2.29027 -1.21519 -0.2 0.3 0.1 0.0824


117
Properties=species:S:1:pos:R:3:forces:R:3:lowdin_charge:R:1 method="wB97M-V/def2-TZVPD" lumo_energy_ha="0.0577 / 0.0575" total_charge=-1 largest_force_ev_per_a=5.409 multiplicity=2 homo_lumo_gap_ev="1.75 / 9.80"
C -2.75160 -1.36463 3.99022 -0.4 -0.3 -0.7 -0.1748
C -3.74778 -2.57589 3.76885 0.5 0.3 0.4 -0.2051
C -4.28839 -2.56920 2.34963 0.3 1.0 -1.1 -0.1993
S -4.34840 -0.74986 1.88296 -0.1 -0.7 0.1 0.7177
O -5.74076 -0.32019 1.99544 1.0 0.0 -0.3 -0.3553
O -3.60259 -0.49742 0.63530 -0.9 -0.4 1.4 -0.3721
C -3.36120 -0.11380 3.32826 -0.6 -0.8 -1.0 -0.1972
H -1.79028 -1.56906 3.51888 0.0 -0.1 -0.1 0.0942
H -2.51450 -1.21083 5.04295 -0.3 0.0 0.0 0.1177
H -4.56783 -2.50888 4.48380 -0.1 0.2 -0.1 0.1126
H -3.25431 -3.52195 3.99145 0.1 0.0 0.0 0.0975
H -5.24669 -3.04911 2.15096 -0.3 0.5 0.5 0.1022
H -3.67374 -2.99951 1.55897 0.7 0.0 0.4 0.0836
H -4.10072 0.41186 3.93231 0.2 0.0 0.1 0.1004
H -2.67619 0.55721 2.80998 0.2 0.1 0.5 0.0393
C -1.25573 -3.32890 -4.04771 0.0 -2.0 -0.2 -0.2173
C -2.08457 -3.33473 -5.36152 1.0 -0.8 0.8 -0.2009
C -2.62172 -4.82046 -5.51806 0.6 1.3 0.3 -0.1958
S -1.23971 -5.97019 -5.02894 -1.2 1.4 0.8 0.7316
O -0.58401 -6.41799 -6.24533 0.0 0.0 0.9 -0.3569
O -1.83574 -6.90788 -4.05623 1.4 1.2 -1.5 -0.3589
C -0.23291 -4.56083 -4.15062 -0.4 0.3 -0.4 -0.1561
H -1.92816 -3.58803 -3.22992 -0.1 0.2 0.2 0.0960
H -0.84986 -2.33395 -3.86477 0.5 -0.3 0.0 0.0656
H -1.35714 -2.99550 -6.09901 -0.2 -0.6 -0.7 0.1075
H -2.79890 -2.51230 -5.32377 -0.6 -0.5 0.0 0.0892
H -3.03405 -5.03834 -6.50326 0.4 -0.2 0.0 0.0917
H -3.38002 -5.02926 -4.76342 0.0 0.2 0.0 0.0865
H 0.67777 -4.33528 -4.70551 -0.5 0.1 -0.9 0.0528
H 0.25194 -4.92291 -3.24403 -1.0 -0.2 0.5 0.0779
C 3.48837 2.59015 4.24129 -0.7 -0.3 -0.8 -0.2670
C 4.49004 1.51276 4.59217 -0.1 0.9 0.4 -0.3176
C 3.65229 0.48724 5.29465 -0.7 -1.0 0.3 -0.2268
S 2.02128 0.29905 4.37532 2.3 1.4 -0.4 0.6313
O 0.93045 0.55146 5.29623 0.0 -0.4 -0.3 -0.3608
O 2.04906 -0.88816 3.52548 -0.4 0.7 0.5 -0.3888
C 2.42828 1.85956 3.40568 -0.5 -0.4 -0.3 -0.2541
H 3.91707 3.41287 3.66906 0.0 0.1 0.0 0.0760
H 2.90825 2.99259 5.07171 0.5 0.2 0.4 0.1107
H 5.30448 1.83569 5.24064 -0.1 0.2 0.2 0.0822
H 4.99310 1.23019 3.66742 -0.1 -0.6 -0.1 0.0724
H 3.30187 0.88074 6.24883 0.1 0.1 0.1 0.0901
H 4.18810 -0.44028 5.49641 -0.4 -0.4 -0.3 0.0856
H 1.59483 2.52459 3.17947 -0.5 -0.4 0.4 0.0767
H 2.75535 1.48606 2.43530 0.5 0.0 0.0 0.0676
O 2.17222 3.34223 -0.29496 3.8 -0.5 0.3 0.0449
C 3.39450 3.46835 -0.07337 -0.8 0.1 0.4 -0.4031
O 4.39361 2.54168 -0.26486 -2.8 -1.5 -1.3 -0.0283
C 5.70333 2.91321 0.15904 -0.4 0.9 -0.7 -0.2107
C 5.57922 4.42043 0.15355 0.3 1.3 1.0 -0.1989
C 4.10539 4.65071 0.54132 0.7 0.3 -0.3 -0.1054
H 6.47276 2.62386 -0.55674 -0.3 -0.5 -0.1 0.1145
H 5.83585 2.36470 1.09160 0.4 0.6 0.4 0.0830
H 5.84345 4.94189 -0.76644 -0.2 -0.7 -0.5 0.1101
H 6.28980 4.88435 0.83761 -0.2 0.0 0.6 0.0825
H 3.66434 5.60311 0.24719 0.1 -0.1 0.0 0.1186
H 4.10665 4.57892 1.62896 -0.6 -0.1 0.3 0.0939
O -0.38620 -6.19894 -0.55577 -0.5 3.2 2.6 0.0569
C -0.48264 -5.25973 0.27711 0.9 -3.1 -4.4 -0.4346
O -0.69795 -5.51878 1.55544 -0.1 1.3 0.7 0.0545
C -0.53633 -4.28793 2.30154 0.3 0.9 0.6 -0.1141
C -0.41666 -3.10196 1.33021 0.0 0.2 0.0 -0.1567
C -0.23291 -3.77181 -0.01213 -0.3 -0.2 0.3 -0.0778
H 0.37863 -4.34047 2.89161 -0.2 -0.4 0.2 0.1312
H -1.41468 -4.10570 2.92072 0.2 -0.6 0.2 0.0982
H 0.42935 -2.42874 1.46855 0.0 -0.2 0.7 0.0985
H -1.29652 -2.46527 1.42271 -0.1 -0.1 -0.4 0.0839
H 0.80349 -3.63956 -0.32275 -0.1 -0.3 -0.3 0.0715
H -0.88411 -3.29914 -0.74741 0.0 -0.6 -0.3 0.1196
Cl -1.86239 7.40902 -0.26370 0.4 -0.7 0.6 0.4525
C -1.39544 5.87105 0.65866 -0.1 0.0 -1.1 -0.5995
C -0.42523 5.02176 -0.18197 0.3 1.1 1.1 -0.7209
Cl -1.12453 4.58579 -1.70903 -0.3 -0.5 -0.8 0.5772
H -2.35186 5.36359 0.78449 0.3 0.1 0.3 -0.0288
H -0.91346 6.17801 1.58687 -0.3 0.0 0.0 0.0723
H -0.08613 4.11903 0.32615 -0.3 0.0 0.2 0.0395
H 0.47371 5.61675 -0.34328 0.0 -0.1 -0.3 0.0620
Cl 2.68686 2.21775 -5.00444 0.2 0.7 0.4 0.5577
C 2.21392 0.63374 -5.60864 0.0 -0.4 1.1 -0.7017
C 2.98797 -0.43574 -4.83635 1.2 0.7 -0.9 -0.7205
Cl 2.44980 -1.99383 -5.37677 -0.8 -1.4 -0.2 0.5954
H 2.41606 0.69726 -6.67785 -0.3 -0.7 0.2 0.0686
H 1.18240 0.45814 -5.30331 -0.2 0.3 -0.7 0.0099
H 2.91013 -0.37427 -3.75087 -0.2 0.2 -0.2 0.0322
H 4.03258 -0.45114 -5.14722 0.1 0.5 0.4 0.0640
Cl 0.00871 0.30139 -2.88449 0.3 0.3 0.4 0.6574
C 0.49099 0.29418 -1.14495 0.3 -1.0 0.0 -0.6143
C -0.65477 0.68678 -0.29127 -1.2 0.7 -0.1 -0.6985
Cl -0.10083 0.89447 1.35111 0.6 -0.1 1.2 0.6690
H 1.33299 0.94122 -0.89901 0.1 0.2 -0.7 0.0627
H 0.77342 -0.74245 -0.96128 0.1 0.2 0.1 0.0009
H -1.48478 -0.01338 -0.19657 0.1 0.0 -0.5 0.0414
H -1.02894 1.66934 -0.57878 -0.1 -0.1 -0.3 0.0165
Cl -4.63110 0.22436 -4.63358 0.5 -0.2 0.6 0.5018
C -3.39406 0.39123 -3.31169 0.3 0.1 0.0 -0.6557
C -3.89544 1.28115 -2.17558 -0.6 0.0 -0.7 -0.6111
Cl -4.35753 2.92187 -2.83807 0.4 -0.5 0.6 0.4953
H -2.46025 0.71305 -3.77271 -0.4 0.6 0.0 0.0144
H -3.10925 -0.59379 -2.94190 -0.6 -0.2 0.2 0.0591
H -3.21007 1.36464 -1.33213 0.2 0.3 -0.4 0.0147
H -4.81532 0.86893 -1.76086 0.0 0.0 -0.1 0.0626
Cl -2.91684 2.80211 1.11657 -0.2 0.1 -0.1 0.6525
C -4.61013 2.82949 1.66869 -1.1 1.1 -0.5 -0.5957
C -5.40568 4.09460 1.21159 1.1 0.3 0.2 -0.5720
Cl -4.93494 5.57276 2.17460 -0.2 -0.6 -0.2 0.5095
H -4.54757 2.75918 2.75462 -0.4 -0.1 -0.2 0.0628
H -5.14105 1.99227 1.21562 0.3 -0.2 0.2 0.0505
H -6.49082 4.01329 1.27453 0.2 -0.4 0.4 0.0694
H -5.18616 4.36558 0.17888 0.2 -0.3 0.0 0.0522
Cl 2.84661 -2.18958 -1.29894 0.6 -0.1 0.3 0.5985
C 3.56111 -1.42979 0.14573 1.2 0.6 2.0 -0.6228
C 4.75513 -2.14057 0.88131 -0.9 -1.1 -0.8 -0.6497
Cl 6.17005 -2.27816 -0.17526 0.4 0.3 -0.3 0.4804
H 2.78670 -1.26112 0.89403 -0.3 -0.4 0.0 0.0424
H 3.90689 -0.41832 -0.06752 0.0 -0.1 -0.6 0.0568
H 4.56651 -3.18289 1.13838 -0.6 0.0 -0.2 0.0513
H 5.07242 -1.72085 1.83592 -0.3 0.8 -0.3 0.0541